{"formula": "C15H36N4O3", "method": "ωB97M-V/def2-TZVPD", "symbols": ["C", "C", "N", "C", "C", "C", "C", "H", "H", "H", "H", "H", "H", "H", "H", "H", "H", "H", "H", "H", "H", "H", "C", "N", "C", "C", "O", "H", "H", "H", "H", "H", "H", "H", "C", "N", "C", "C", "O", "H", "H", "H", "H", "H", "H", "H", "C", "N", "C", "C", "O", "H", "H", "H", "H", "H", "H", "H"], "xyz": [[-22.1903, -23.6898, 5.7439], [-22.1093, -23.7652, 4.2229], [-23.4352, -24.3792, 3.7317], [-23.6762, -24.0165, 2.3107], [-24.1263, -22.5905, 2.1862], [-23.6620, -25.8252, 3.9515], [-22.6822, -26.7949, 3.2393], [-22.1517, -24.6457, 6.2662], [-22.9509, -23.0041, 6.1174], [-21.3602, -23.0345, 6.0079], [-21.9727, -22.7024, 4.0231], [-21.1628, -24.2544, 3.9926], [-22.8013, -24.3076, 1.7294], [-24.4973, -24.6328, 1.9446], [-23.2508, -21.9430, 2.2351], [-24.7004, -22.4366, 1.2724], [-24.8466, -22.4528, 2.9926], [-24.6916, -26.1172, 3.7451], [-23.5330, -26.1227, 4.9922], [-21.7069, -26.7564, 3.7246], [-22.6717, -26.6399, 2.1605], [-22.9589, -27.8086, 3.5292], [-22.9578, -17.4013, 0.3758], [-23.1926, -18.1195, 1.6153], [-23.6557, -17.5039, 2.7560], [-23.7597, -18.4103, 3.9762], [-24.0078, -16.3281, 2.8111], [-22.7723, -16.3273, 0.3599], [-23.8159, -17.6559, -0.2462], [-22.1305, -17.8027, -0.2094], [-23.4509, -19.0940, 1.5539], [-23.0845, -19.2444, 3.7849], [-24.7476, -18.8031, 4.2168], [-23.3837, -17.8749, 4.8480], [-27.2560, -20.6594, 0.1361], [-26.7910, -19.3089, 0.3561], [-27.3113, -18.1957, -0.1016], [-26.6705, -16.8694, 0.3379], [-28.2856, -18.1223, -0.8402], [-28.3228, -20.7734, 0.3282], [-26.8397, -21.4298, 0.7852], [-26.8304, -20.9259, -0.8314], [-25.9172, -19.3042, 0.8625], [-26.0738, -17.0175, 1.2379], [-27.4124, -16.0741, 0.4113], [-26.0345, -16.5278, -0.4788], [-21.3259, -22.1754, -0.1681], [-22.0497, -21.3442, -1.1718], [-23.1187, -20.5170, -0.9138], [-23.6409, -19.8410, -2.1997], [-23.7017, -20.4181, 0.1747], [-21.5013, -21.7783, 0.8317], [-20.3124, -22.1022, -0.5626], [-21.6173, -23.2253, -0.1394], [-21.6551, -21.3771, -2.1009], [-23.6522, -18.7558, -2.0981], [-24.6402, -20.1593, -2.4965], [-23.0381, -20.0115, -3.0917]], "nbo_charge": [-0.6102, -0.2369, -0.4564, -0.2202, -0.6127, -0.2117, -0.6407, 0.2037, 0.2145, 0.2015, 0.2018, 0.1773, 0.1587, 0.1886, 0.1995, 0.2148, 0.2205, 0.1976, 0.1920, 0.2031, 0.2029, 0.2125, -0.4209, -0.6485, 0.6742, -0.7119, -0.6275, 0.2392, 0.1887, 0.1875, 0.4256, 0.2080, 0.2354, 0.2420, -0.4184, -0.6072, 0.6641, -0.7003, -0.6528, 0.2218, 0.2059, 0.1958, 0.4038, 0.2188, 0.2439, 0.2229, -0.4160, -0.6054, 0.7017, -0.7161, -0.6850, 0.2246, 0.2057, 0.2030, 0.3992, 0.2391, 0.2474, 0.2114], "smiles": "CCN(CC)CC.CNC(C)=O.CNC(C)=O.CNC(C)=O", "max_force_ev_per_a": 3.3, "e_homo_ha": -0.3134, "total_energy_ev": -28241.12524, "homo_lumo_gap_ev": 8.8, "mol_weight_g_mol": 320.5, "e_above_lowest_ev": 0.000, "total_charge": 0}